Record 1
This record from OMol25 describes 11 unconnected molecules or ions with the total composition C39H103N5O18. The level of theory is wB97M-V/def2-TZVPD.

Results
- 2S+1 = 2
- expectation value of S² = 0.755
- F_max (eV/A) = 3.20
- gap between HOMO and LUMO (spin up / spin down) (eV) = 7.857 / 3.141
- total energy (Ha) = -3174.99146
- charge = +1

Geometry (Å):
1 O -3.006 -2.798 -9.480
2 O -3.898 -3.831 -0.038
3 O 2.834 -4.690 -2.067
4 O 2.417 4.381 2.053
5 O -4.151 5.736 7.244
6 O -6.081 1.246 -3.601
7 O 2.499 2.580 5.916
8 O 1.602 -1.843 -6.679
9 O 2.575 6.591 1.838
10 O -0.500 -1.065 -1.305
11 O 7.557 -5.069 -3.917
12 O -5.401 -0.256 3.030
13 O -1.932 0.389 4.206
14 O -1.595 2.387 1.459
15 O -4.441 -2.884 -4.674
16 O 3.712 5.204 0.388
17 O -3.238 -3.328 3.791
18 O 6.851 4.599 7.057
19 N -0.517 -0.485 1.720
20 N 5.875 -5.107 -1.187
21 N -4.556 -1.236 -1.244
22 N 3.856 4.480 7.554
23 N -1.042 -0.941 -7.879
24 C -5.768 -0.065 -3.153
25 C -0.918 -2.285 -8.457
26 C 4.923 -3.973 -1.057
27 C 2.966 5.413 1.334
28 C -1.615 -2.435 -9.824
29 C 8.227 4.815 7.125
30 C -3.303 -5.151 0.246
31 C 1.457 -4.827 -1.977
32 C 7.227 -4.683 -1.409
33 C -1.120 -1.878 -0.319
34 C -3.798 -2.716 -10.631
35 C -4.045 -2.938 4.915
36 C -0.614 -0.850 -6.498
37 C 2.849 3.080 1.740
38 C -2.481 0.839 5.482
39 C 1.898 1.351 5.739
40 C 2.525 4.740 7.012
41 C -4.219 -3.651 -1.373
42 C 0.836 -0.638 -6.426
43 C -7.479 1.494 -3.819
44 C -3.738 5.203 6.049
45 C -5.267 -2.504 -1.374
46 C -1.156 -0.865 -2.532
47 C -0.895 3.284 2.358
48 C 3.419 -4.261 -0.836
49 C 6.064 5.292 8.042
50 C 7.620 -4.072 -2.867
51 C 8.396 -4.651 -5.006
52 C -0.298 -1.762 1.082
53 C -5.267 -0.048 -1.689
54 C -3.383 -2.335 -5.489
55 C 1.960 -2.577 -5.507
56 C -5.593 0.485 1.896
57 C 2.936 7.819 1.200
58 C 1.778 8.378 0.315
59 C 1.803 3.425 6.885
60 C -0.882 -0.554 4.213
61 C 0.136 -0.455 3.034
62 C 4.673 5.722 7.625
63 H -1.624 1.276 5.994
64 H 4.803 6.329 6.729
65 H 8.571 -3.544 -2.801
66 H 1.921 8.173 -0.746
67 H 3.269 8.503 1.981
68 H 5.548 -5.786 -1.859
69 H 8.734 4.348 7.970
70 H -0.418 -0.608 5.197
71 H 1.967 9.427 0.541
72 H 7.778 -5.622 -1.462
73 H 0.992 -0.179 -5.450
74 H -2.857 5.741 5.698
75 H 0.852 7.878 0.602
76 H 1.912 0.944 6.750
77 H 8.038 -3.741 -5.487
78 H 2.498 0.731 5.074
79 H 2.812 -3.461 -0.410
80 H 2.759 4.989 5.977
81 H 4.247 3.938 6.797
82 H -3.968 -1.770 -11.146
83 H 1.721 2.916 7.845
84 H 1.881 5.549 7.357
85 H -5.675 -2.540 -2.384
86 H 1.181 0.239 -6.974
87 H 1.171 -5.170 -0.983
88 H -6.057 -2.493 -0.623
89 H -5.513 1.569 1.981
90 H 0.725 -2.092 0.898
91 H -4.490 5.022 5.281
92 H -5.026 -0.317 -3.910
93 H -3.537 -2.842 3.019
94 H -1.892 -1.634 -2.768
95 H 0.869 1.539 5.431
96 H -3.192 -5.198 1.329
97 H -4.972 0.142 1.069
98 H -3.688 -3.569 -11.300
99 H -1.240 -0.124 -5.979
100 H -2.865 0.046 6.123
101 H -4.797 -2.901 -10.235
102 H -3.649 -1.160 -0.807
103 H 1.059 -1.016 3.183
104 H 9.410 -4.500 -4.636
105 H -7.574 2.409 -4.404
106 H -1.284 -2.907 -0.638
107 H -1.500 3.774 3.121
108 H -4.455 0.670 -1.582
109 H -2.332 -5.395 -0.184
110 H 7.597 -4.235 -0.486
111 H -1.294 -1.552 4.064
112 H -1.662 1.550 1.925
113 H -3.256 1.553 5.203
114 H -6.483 -0.863 -3.354
115 H 6.540 6.261 8.193
116 H -4.466 -0.209 3.243
117 H 2.568 -3.420 -5.837
118 H -1.855 -0.052 -2.335
119 H -4.815 5.107 7.534
120 H 0.572 0.535 3.163
121 H 8.613 4.401 6.193
122 H -3.638 -1.276 -5.525
123 H 2.882 2.903 0.664
124 H 1.015 -3.832 -1.931
125 H -6.606 0.270 1.554
126 H 2.181 2.297 2.098
127 H 5.400 -3.411 -0.255
128 H 6.912 -3.278 -3.106
129 H -3.302 -3.380 -1.897
130 H 3.404 -4.993 -0.029
131 H -0.541 -0.672 -3.411
132 H -0.754 -1.767 -5.926
133 H -3.348 -2.677 -6.523
134 H 8.452 -5.342 -5.847
135 H -1.304 -3.031 -7.762
136 H -3.978 -5.991 0.080
137 H -0.093 0.298 1.244
138 H 4.948 -3.344 -1.947
139 H 4.228 6.475 8.276
140 H -5.097 -2.895 4.630
141 H 6.048 4.645 8.919
142 H 3.818 2.860 2.187
143 H -6.125 0.173 -1.053
144 H -8.020 1.641 -2.885
145 H -7.970 0.781 -4.482
146 H -3.145 4.329 6.320
147 H 0.993 -5.352 -2.811
148 H 1.024 -3.017 -5.163
149 H -5.164 -2.321 -4.962
150 H 2.394 -2.043 -4.662
151 H 0.120 -2.578 -8.610
152 H -4.037 -3.530 5.830
153 H -4.610 -4.518 -1.905
154 H -2.465 -2.624 -4.978
155 H 0.826 3.749 6.526
156 H -0.108 2.666 2.791
157 H -0.322 -0.347 -8.265
158 H -1.170 -3.290 -10.331
159 H 8.415 5.888 7.097
160 H -0.732 -2.510 1.745
161 H -1.527 -1.456 -10.295
162 H -3.738 -1.938 5.222
163 H -2.079 -1.446 -0.033
164 H 3.861 7.833 0.624
165 H -0.491 4.171 1.869

Forces on the atoms, in the same order (eV/Å):
1.97 1.44 -1.36
0.89 -2.33 0.88
1.07 -0.47 0.17
-0.46 1.60 0.27
-1.33 0.69 0.84
-1.17 -0.70 0.59
0.43 2.48 0.36
0.21 1.81 0.34
0.20 -1.16 0.08
1.21 -0.75 0.20
0.73 0.67 0.45
0.53 -0.54 1.13
-0.62 0.41 -0.46
0.04 1.17 0.18
-0.22 0.06 -0.42
-1.08 0.88 1.27
0.10 -0.74 0.84
-1.81 -0.09 -0.14
0.95 -0.09 0.57
-2.08 0.37 0.21
-3.03 -0.41 -0.94
-0.24 1.97 0.46
-0.32 -0.41 -0.11
0.82 0.20 -1.79
0.50 -0.21 -0.77
0.31 0.31 -0.58
1.10 -1.31 -1.12
-0.95 -0.56 2.93
0.00 0.33 -0.72
-0.60 0.37 1.33
-0.70 1.16 0.90
0.97 -1.61 -2.19
1.07 1.13 1.45
-2.50 -1.14 0.73
-0.55 1.10 -0.49
-0.99 -1.09 0.03
0.58 -0.97 -0.75
1.51 -0.38 -1.07
-0.17 0.19 1.30
1.00 -1.00 -1.72
-0.74 0.72 0.53
1.51 0.65 1.71
-0.02 0.71 -0.35
2.68 -0.89 -0.50
2.40 -0.39 -1.20
-1.88 0.14 0.95
0.00 -0.41 -0.25
1.18 -0.75 0.25
0.99 0.79 0.14
-1.29 0.17 1.39
-0.05 0.13 0.11
-1.61 -0.82 -2.26
1.95 0.31 -0.19
-0.25 -0.09 0.47
-1.31 -0.64 -0.59
-1.07 0.22 -1.64
0.27 0.40 -1.01
1.74 -0.63 0.90
0.05 0.08 -0.65
0.20 -1.93 -0.22
-0.68 2.55 1.62
0.22 -1.66 -0.28
-0.33 0.50 0.38
-0.26 -0.42 -0.94
0.44 -0.50 -0.07
0.23 0.04 0.09
-0.95 -0.07 0.50
0.17 0.04 -0.23
-0.12 -0.03 0.23
0.47 0.34 -0.02
-1.37 0.31 -0.51
0.27 -0.18 0.21
0.66 -0.70 0.88
-0.61 1.00 -0.55
-0.19 0.84 0.32
-0.47 -1.05 -0.04
-0.12 0.42 0.34
-0.23 0.13 -0.14
0.39 0.82 -0.28
-0.69 0.54 -0.57
0.54 -0.44 0.21
1.08 0.30 -0.01
-0.02 -0.20 0.05
0.40 -0.17 0.90
-0.42 0.37 0.03
0.19 -0.48 -1.16
-0.13 -1.06 -0.06
0.00 -0.50 0.18
0.26 0.08 0.28
0.37 0.40 -0.03
0.02 0.12 0.04
1.01 -0.40 0.79
-0.21 0.10 0.11
0.39 -0.94 -0.19
-0.27 -0.61 -0.40
0.23 0.43 0.03
0.53 0.10 -0.13
0.70 0.20 -0.43
0.38 0.52 0.10
-0.18 -0.26 -0.29
-0.38 -0.07 0.02
0.47 -0.13 0.15
-0.42 -1.05 -0.09
0.11 0.12 -0.06
0.40 0.24 0.32
0.27 -0.15 -0.10
-0.51 -0.69 0.34
-0.74 0.91 -0.11
-0.02 0.63 -0.49
0.14 0.90 -0.50
-0.54 -0.28 0.26
-0.17 -0.23 0.20
0.17 0.00 0.31
-0.94 0.50 0.44
0.60 -0.03 0.69
0.28 0.00 0.39
0.25 0.30 0.09
0.11 0.92 -0.51
-0.18 0.30 0.63
-0.10 0.51 -0.28
0.24 -0.10 0.14
1.12 0.35 -0.06
0.29 0.33 -0.06
-0.27 0.60 -0.46
-0.27 0.15 0.06
-0.50 0.63 0.51
-0.69 0.40 0.28
-0.26 0.10 -0.18
-0.09 0.44 -0.58
-0.45 -0.88 -0.21
0.37 -0.01 0.52
-0.42 -0.36 -0.25
-0.25 -0.39 0.04
-0.35 -0.67 0.55
-0.30 0.09 0.00
-0.37 0.29 -0.72
-0.11 -0.23 -0.85
0.14 0.29 -0.23
0.11 -0.49 0.77
-0.07 0.10 -0.09
-0.12 0.39 0.34
0.13 0.24 -0.13
0.08 -0.08 0.34
-0.05 -0.24 0.05
0.20 -0.64 0.35
-0.56 -1.23 -0.47
0.44 -0.31 0.18
-0.12 -0.27 0.55
-0.62 -0.53 0.20
0.30 0.42 -0.38
0.33 0.11 0.09
0.81 -0.73 -0.57
-0.27 -0.23 0.28
0.07 0.55 -0.19
-0.52 -0.78 -0.28
0.24 0.64 0.41
-0.38 0.06 -1.18
0.03 0.32 -0.52
0.32 0.18 0.24
-0.11 -0.18 -0.01
-0.31 -0.26 -0.63
-0.08 0.19 0.09
-0.52 0.14 0.00
-0.01 -1.15 -0.33
0.29 -0.55 -0.74

Löwdin atomic charge list, values in e, 4 entries: -0.20 -0.19 -0.18 -0.02


Record 2
This record from OMol25 describes a single C14H18N2O molecule. The level of theory is wB97M-V/def2-TZVPD.

Results
- SMILES string = CO[C@H](CN(C)N)c1ccc2ccccc2c1
- F_max (eV/A) = 2.99
- gap between HOMO and LUMO (eV) = 8.467
- total energy (Ha) = -728.95197
- charge = 0
- energy relative to the best compared isomer or geometry (same formula, charge and spin) (kcal/mol) = 69.58

Geometry (Å):
1 O -0.897 2.460 -1.372
2 N 0.006 -0.831 -2.720
3 N -0.610 -2.113 -2.539
4 C 0.680 -0.098 0.630
5 C -0.436 0.480 -0.031
6 C 0.583 -0.533 1.936
7 C 0.342 -1.560 4.551
8 C -0.235 1.199 -1.364
9 C -0.036 3.497 -0.929
10 C -0.772 -0.981 3.904
11 C 1.544 -1.631 3.869
12 C -1.784 0.096 1.916
13 C -0.828 0.373 -2.500
14 C -0.662 -0.453 2.593
15 C -1.681 0.566 0.615
16 C 1.151 -0.697 -3.629
17 C 1.679 -1.135 2.580
18 H 0.742 -0.921 -4.618
19 H -1.814 0.090 -2.222
20 H -0.577 4.454 -0.898
21 H 0.017 -2.786 -2.066
22 H 1.870 -1.496 -3.362
23 H 1.679 0.260 -3.639
24 H -2.478 1.141 0.153
25 H 2.385 -2.124 4.323
26 H 1.650 -0.170 0.125
27 H 0.188 -1.968 5.559
28 H 0.866 3.626 -1.522
29 H -2.732 0.175 2.396
30 H 2.685 -1.197 2.114
31 H 0.220 3.290 0.101
32 H -0.904 0.951 -3.434
33 H -1.687 -0.858 4.476
34 H 0.823 1.369 -1.581
35 H -0.976 -2.473 -3.411

Forces on the atoms, in the same order (eV/Å):
0.33 0.35 -0.37
-0.02 0.48 1.41
0.71 1.15 0.11
-1.37 1.45 -2.23
2.36 0.08 0.45
0.09 -0.76 0.30
-2.62 0.67 -0.38
-0.53 -0.24 -0.22
-0.84 0.33 0.66
1.46 -0.25 1.11
0.83 0.00 -1.12
0.56 0.28 -1.18
1.29 -0.96 -0.75
-0.84 -0.30 0.46
0.53 0.00 1.12
-0.98 -1.68 0.13
0.88 -0.40 1.26
0.58 0.15 -0.61
-0.89 -0.47 0.16
-0.06 -0.41 -0.33
-0.46 0.77 -0.59
-0.17 0.47 -0.25
-0.46 0.01 0.34
-0.06 -0.35 -0.02
0.26 -0.01 0.17
-0.41 0.15 0.06
0.33 0.21 -0.47
0.09 -0.22 -0.27
-0.48 -0.04 0.55
-0.96 0.08 0.07
0.50 -0.03 0.45
0.11 0.13 0.24
-0.09 -0.14 -0.26
0.12 -0.20 0.20
0.19 -0.30 -0.19

natural (NBO) atomic charge list, values in e, 4 entries: -0.54 -0.32 -0.66 -0.12


Record 3
This record from OMol25 describes 4 unconnected molecules or ions with the total composition C25H61N3O6. The level of theory is wB97M-V/def2-TZVPD.

Results
- F_max (eV/A) = 6.24
- gap between HOMO and LUMO (eV) = 8.296
- total energy (Ha) = -1604.07473
- charge = +2
- energy relative to the best compared isomer or geometry (same formula, charge and spin) (kcal/mol) = 134.88

Geometry (Å):
1 O -2.469 -1.418 2.261
2 O 1.546 -3.625 -0.495
3 O -1.381 0.538 2.501
4 O -2.912 1.563 -2.790
5 O 1.783 1.791 -0.370
6 O -2.615 0.030 0.756
7 N 0.639 -4.045 2.364
8 N -0.779 1.126 -5.334
9 N 1.387 3.074 3.233
10 C -2.732 2.300 -3.991
11 C -3.650 2.239 -1.824
12 C -0.821 -4.310 2.737
13 C -2.136 -0.239 1.850
14 C 0.764 -2.302 4.442
15 C 0.494 -2.936 0.097
16 C -0.441 0.563 -3.892
17 C 1.444 4.596 2.920
18 C 2.249 2.289 0.896
19 C 1.200 -5.406 1.829
20 C -0.677 0.055 -6.454
21 C 1.583 0.373 -0.461
22 C 2.597 2.697 4.158
23 C 0.129 2.298 -5.558
24 C -2.252 1.601 -5.256
25 C 0.973 -6.686 2.718
26 C 1.456 -3.589 -1.903
27 C 1.234 2.070 1.997
28 C -0.973 0.518 -7.876
29 C 0.285 5.107 2.084
30 C -0.230 3.601 5.349
31 C 1.318 -3.667 3.756
32 C 0.141 2.770 4.109
33 C 0.831 -2.731 1.506
34 C -1.197 -0.795 -3.479
35 H 3.535 3.197 3.916
36 H 0.341 -0.323 -6.362
37 H -2.038 0.735 -7.959
38 H 3.181 1.862 1.266
39 H 0.111 4.549 1.163
40 H 0.997 1.020 2.165
41 H -0.646 5.171 2.648
42 H -0.056 -6.892 3.013
43 H 0.548 -5.498 0.960
44 H -0.353 -3.538 -0.231
45 H -2.262 -0.745 -3.702
46 H -1.361 -4.416 1.796
47 H -0.631 -0.244 -8.576
48 H -0.085 2.729 -6.536
49 H 1.280 -1.385 4.160
50 H -1.337 -0.744 -6.114
51 H 1.231 -4.590 -2.273
52 H 0.529 6.095 1.695
53 H 1.310 -7.482 2.055
54 H 0.607 0.288 -4.012
55 H -3.581 2.951 -4.197
56 H -2.920 -1.461 1.415
57 H -0.248 3.056 -4.872
58 H 1.609 5.163 3.836
59 H 2.640 1.611 4.231
60 H -2.031 3.123 -3.853
61 H 0.308 -1.917 -0.242
62 H 2.453 3.330 0.648
63 H 1.869 -2.409 1.595
64 H -0.291 -2.026 4.429
65 H -0.978 -0.997 -2.431
66 H -0.763 2.815 3.502
67 H 1.541 -6.692 3.648
68 H 0.308 1.730 4.391
69 H 0.529 0.452 -0.191
70 H -4.576 2.679 -2.196
71 H -2.889 0.721 -5.342
72 H -3.903 1.545 -1.022
73 H -0.488 1.438 -8.205
74 H -0.377 1.333 -3.123
75 H 2.311 3.097 5.130
76 H -2.412 2.265 -6.105
77 H 0.238 -1.956 1.991
78 H 0.937 -4.520 4.316
79 H 2.396 -3.826 3.776
80 H 1.153 1.955 -5.405
81 H -1.168 -4.914 3.575
82 H 0.388 3.473 6.238
83 H 2.412 -3.317 -2.351
84 H 2.159 -0.273 0.201
85 H -0.824 -1.638 -4.061
86 H -0.276 4.665 5.116
87 H 2.407 4.772 2.440
88 H -2.992 2.948 -1.324
89 H 0.640 -3.037 -2.367
90 H -1.175 3.294 5.798
91 H 2.220 -5.271 1.468
92 H 1.203 -2.320 5.440
93 H 0.257 2.296 1.571
94 H -1.158 -3.313 3.020
95 H 1.380 -0.063 -1.439

Forces on the atoms, in the same order (eV/Å):
0.02 -2.97 2.00
1.02 0.91 -0.83
0.36 -0.94 0.63
0.46 -0.93 -2.41
2.05 0.06 -0.10
-1.03 0.75 -2.99
1.33 0.04 2.93
-1.55 0.02 1.55
0.05 -0.83 1.23
0.94 1.62 0.72
-0.07 0.19 1.49
-0.50 3.18 -1.34
3.02 5.36 1.03
2.11 -0.63 -0.36
-0.53 -0.08 -0.87
0.80 -2.36 -1.10
0.73 -0.81 -0.83
0.29 -0.12 -0.40
-1.34 0.53 0.01
0.78 0.34 1.02
-2.89 0.86 0.92
-1.36 0.70 -0.14
-1.23 -0.11 -0.02
-0.59 -0.81 0.29
0.43 1.23 -0.33
0.31 -1.37 -1.12
-1.39 2.27 -0.69
-0.41 0.54 0.48
0.04 0.10 -0.15
1.07 0.36 0.30
-2.45 -0.04 0.26
-0.80 -0.50 0.38
-0.87 -1.87 1.60
0.55 1.54 -1.12
-0.16 -0.30 -0.65
0.10 0.03 -0.04
-0.05 -0.41 -0.38
0.46 -0.35 -0.66
0.04 -0.42 0.22
0.71 -0.01 1.45
0.05 -0.03 -0.06
-0.07 0.25 -0.43
0.35 -0.37 -0.24
-1.00 0.33 1.04
0.02 0.15 0.62
-0.02 -0.82 0.16
-0.38 -0.13 0.11
0.44 -0.36 -0.14
0.13 -0.11 -1.12
-0.07 0.09 -0.28
0.21 -0.39 0.10
0.05 0.19 0.41
0.04 -0.17 0.29
0.18 -0.16 -0.10
-0.76 -0.71 -0.47
-1.71 -2.25 -0.85
0.78 -0.02 0.33
-0.63 -0.48 0.42
0.21 0.19 -0.24
0.74 0.20 0.69
0.24 0.16 -0.77
-0.18 0.10 0.42
0.13 -0.46 -0.02
0.00 -0.75 0.05
-0.38 0.24 0.01
0.46 -0.33 -0.58
0.31 0.00 -0.23
-0.34 -0.01 -0.11
-0.48 -1.58 1.06
0.10 0.21 -0.21
0.26 -0.19 -0.49
0.02 -0.31 -0.25
0.36 -0.04 0.36
-0.99 0.27 -0.41
0.07 -0.13 0.02
-0.06 -0.07 0.06
-0.36 -0.25 -0.02
0.11 0.31 0.59
0.02 0.65 -0.64
-0.09 0.45 -0.08
1.11 -0.71 -0.40
0.72 0.09 -0.28
-0.04 0.27 0.17
0.27 0.25 -0.14
0.31 0.11 -0.05
-0.17 0.00 0.11
-0.08 -0.30 -0.51
-0.21 0.63 -0.12
-0.01 0.77 0.64
-0.37 -0.16 -0.87
-0.05 0.04 0.35
-0.72 -0.60 0.48
-0.17 0.57 0.11
-0.22 0.04 0.11
1.45 0.59 -0.63

Löwdin atomic charge list, values in e, 4 entries: 0.10 -0.17 -0.06 -0.19


Which value of F_max does entry 2 give?
2.99 eV/A